No. 1
Entry from the Open Molecules 2025 dataset: a 2-piece molecular cluster, C3H5N3O overall (ωB97M-V with the def2-TZVPD basis set).

```
12
Properties=species:S:1:pos:R:3:forces:R:3
N -1.855 0.788 0.088 -0.07 0.06 -0.10
C -0.523 0.446 -0.076 0.22 0.17 0.01
C -0.294 -1.033 -0.202 0.22 -0.14 -0.05
N 0.849 -1.492 -0.493 -0.47 -0.01 0.06
C 2.684 -0.099 1.115 1.09 0.38 -0.86
O 3.452 0.203 0.332 -0.82 -0.36 0.99
N 0.476 1.236 -0.046 -0.41 -0.09 0.00
H -2.082 1.765 -0.031 0.02 -0.14 0.04
H -2.557 0.162 -0.280 0.12 0.02 0.05
H -1.170 -1.667 0.000 0.12 0.08 -0.02
H 0.840 -2.513 -0.491 -0.05 0.07 -0.07
H 0.179 2.204 0.085 0.02 -0.05 -0.06
```
Positions in Å, forces in eV/Å.

Results
HOMO: -9.66 eV
DFT total energy: -356.79007 a.u.
2S+1: 1

So, what does the Mulliken scheme give us? The charges, in e, come out as:
1. N -0.469
2. C 0.566
3. C -0.214
4. N -0.467
5. C 0.099
6. O -0.163
7. N -0.503
8. H 0.231
9. H 0.213
10. H 0.306
11. H 0.226
12. H 0.173

=====

No. 2
Entry from the Open Molecules 2025 dataset: C28H71Ca2N5O10 as an isolated structure (ωB97M-V with the def2-TZVPD basis set).

```
116
Properties=species:S:1:pos:R:3:forces:R:3
Ca -4.364 -20.166 -22.054 1.73 0.53 1.58
Ca -10.004 -16.675 -20.899 -0.34 0.27 1.16
O -5.871 -17.401 -20.321 0.98 -0.70 -0.69
C -5.063 -16.813 -19.311 -2.85 -1.12 -0.09
C -3.536 -16.629 -19.545 1.88 -1.54 -1.59
O -2.859 -17.800 -19.947 -1.63 0.19 -0.31
H -5.133 -17.409 -18.401 0.20 -0.43 0.28
H -5.718 -15.963 -19.123 1.24 1.24 0.47
H -2.977 -16.269 -18.682 -0.70 0.23 0.70
H -3.399 -15.852 -20.297 -0.32 0.30 -0.48
C -3.037 -9.198 -13.942 -1.98 0.62 0.96
O -2.161 -10.271 -14.069 -0.28 0.63 1.26
C -1.777 -10.749 -15.296 1.58 -0.61 -0.18
C -0.690 -11.870 -15.070 -0.85 -0.82 -0.72
N -1.271 -13.222 -14.786 1.43 1.37 -0.18
C -2.066 -13.244 -13.596 -1.36 -1.33 0.67
C -2.821 -14.592 -13.458 -1.68 1.65 -1.61
O -3.882 -14.536 -12.480 0.79 -0.91 -0.31
C -3.580 -15.280 -11.328 0.95 1.13 0.68
H -2.699 -8.178 -13.760 1.34 -0.17 -0.02
H -3.658 -9.418 -13.074 0.17 -0.07 0.37
H -3.831 -8.992 -14.661 0.25 -0.88 -1.13
H -1.378 -9.929 -15.894 0.30 0.06 -0.29
H -2.594 -11.197 -15.860 -0.31 -0.16 -0.05
H 0.076 -11.741 -14.307 -0.54 0.90 0.47
H -0.072 -11.826 -15.967 -0.22 -0.73 -0.37
H -1.454 -13.851 -15.555 -0.38 0.37 0.23
H -2.843 -12.480 -13.566 -0.08 0.11 -0.17
H -1.521 -13.103 -12.663 0.70 0.18 -0.12
H -2.154 -15.449 -13.554 -0.08 -0.30 1.03
H -3.485 -14.646 -14.321 0.52 -0.11 -0.83
H -3.045 -16.201 -11.562 -0.47 -0.36 0.06
H -4.454 -15.383 -10.686 -0.09 -0.33 -0.37
H -2.876 -14.656 -10.777 0.27 -0.21 0.60
C -9.401 -14.231 -15.949 1.31 0.59 -0.14
O -10.549 -14.844 -15.521 -1.18 -1.40 1.34
C -10.443 -16.241 -15.217 -1.55 -0.03 -0.79
C -10.550 -17.007 -16.606 0.32 1.23 0.06
N -11.547 -16.330 -17.584 1.72 -1.89 1.09
C -12.624 -17.281 -17.881 -0.44 0.69 -1.98
C -13.594 -16.672 -18.985 0.21 -0.39 2.53
O -12.858 -16.087 -20.032 -0.45 0.22 -1.46
C -13.772 -15.312 -20.880 0.42 0.10 -0.03
H -9.220 -14.441 -17.004 0.14 0.24 -0.33
H -8.523 -14.559 -15.392 0.13 -0.13 0.12
H -9.503 -13.163 -15.757 -0.03 0.00 -0.33
H -11.253 -16.461 -14.522 -0.69 0.07 -0.51
H -9.628 -16.522 -14.549 0.92 0.20 -0.78
H -10.777 -18.071 -16.534 0.12 0.08 0.24
H -9.559 -16.860 -17.035 0.11 -0.42 -0.19
H -11.798 -15.535 -17.014 -0.83 0.50 -0.32
H -13.089 -17.709 -16.993 -0.67 0.38 -0.05
H -12.250 -18.154 -18.416 0.82 -0.19 0.18
H -14.168 -15.907 -18.462 -0.27 0.27 -0.27
H -14.276 -17.420 -19.388 -0.01 -0.15 0.16
H -14.646 -15.772 -21.341 0.27 -1.32 0.24
H -13.168 -14.979 -21.725 -0.05 0.56 0.29
H -14.272 -14.538 -20.297 0.76 0.49 0.08
C -0.358 -19.248 -23.471 0.78 0.64 -0.18
O -1.162 -20.437 -23.439 0.30 2.33 -0.01
C -0.457 -21.641 -23.334 -1.11 -0.65 -0.42
C -1.494 -22.627 -23.793 1.33 -0.51 -0.10
N -2.576 -22.821 -22.858 -1.28 -1.18 0.29
C -2.401 -23.768 -21.687 1.02 1.22 -1.03
C -3.618 -23.612 -20.875 -1.77 -0.53 1.82
O -3.845 -22.365 -20.246 -0.22 2.29 1.06
C -3.415 -22.258 -18.833 0.87 -0.19 -0.34
H 0.418 -19.250 -24.236 0.07 -0.75 -0.22
H 0.166 -19.009 -22.546 -0.23 -0.43 0.39
H -0.895 -18.338 -23.738 -0.86 -0.43 0.21
H -0.154 -21.829 -22.304 0.35 0.00 0.05
H 0.357 -21.803 -24.041 0.44 0.83 0.14
H -0.958 -23.533 -24.075 -0.16 -0.58 0.28
H -1.944 -22.278 -24.722 0.14 0.27 0.01
H -3.150 -23.407 -23.447 -1.04 0.19 -0.02
H -1.468 -23.521 -21.180 -0.15 0.05 0.29
H -2.332 -24.811 -21.995 0.09 -0.06 -0.23
H -3.744 -24.336 -20.071 0.52 -0.51 -0.16
H -4.538 -23.735 -21.445 0.19 -0.31 -0.67
H -3.702 -23.109 -18.216 -0.03 -0.46 -0.58
H -3.787 -21.416 -18.249 -0.51 0.45 -1.03
H -2.331 -22.141 -18.840 0.03 -0.23 0.12
C -6.419 -19.007 -27.325 0.49 -0.05 -1.16
C -5.153 -18.120 -27.368 -1.30 -0.71 -0.10
C -5.301 -16.807 -28.209 -0.10 0.10 1.35
O -4.074 -16.128 -28.142 0.90 -0.81 -0.82
C -4.102 -14.837 -28.679 -0.49 1.31 0.64
N -4.852 -17.818 -25.981 0.83 0.14 0.10
H -6.539 -19.567 -26.397 0.20 0.41 0.22
H -6.211 -19.779 -28.065 -0.83 0.01 -0.34
H -7.330 -18.448 -27.540 -0.08 -0.18 -0.12
H -4.362 -18.785 -27.715 0.26 0.48 -0.33
H -5.994 -16.172 -27.658 -0.65 0.03 0.48
H -5.767 -16.812 -29.194 0.52 -0.76 -0.46
H -3.131 -14.343 -28.668 0.24 -0.67 -0.15
H -4.692 -14.209 -28.012 -0.39 0.23 0.17
H -4.563 -14.711 -29.659 0.13 -0.56 -0.28
H -3.944 -17.382 -26.046 0.20 0.54 0.64
H -5.523 -17.114 -25.708 0.07 0.36 0.39
C 4.143 -17.993 -18.133 -0.57 -0.23 0.01
C 3.434 -18.384 -19.438 1.49 -0.50 1.06
C 4.574 -18.891 -20.359 -0.79 -0.22 0.78
O 5.570 -17.972 -20.567 0.40 3.02 -1.13
C 5.213 -16.870 -21.485 0.34 -1.56 -0.26
N 2.529 -19.524 -19.231 -0.31 0.65 -0.25
H 4.639 -18.838 -17.656 0.17 -0.12 -0.22
H 3.392 -17.659 -17.416 0.08 0.40 0.09
H 4.873 -17.216 -18.362 -0.09 0.00 0.31
H 2.886 -17.475 -19.685 0.08 0.02 -0.93
H 4.248 -19.374 -21.280 -0.37 0.12 -0.36
H 5.067 -19.658 -19.762 -0.21 -0.31 -0.05
H 6.128 -16.350 -21.767 0.02 -0.34 0.06
H 4.482 -16.098 -21.243 -0.10 -0.22 1.24
H 4.755 -17.364 -22.341 0.27 0.03 -0.49
H 1.810 -19.349 -19.918 -0.39 -0.56 -0.31
H 2.036 -19.345 -18.367 -0.06 -0.18 0.43
```
Positions in Å, forces in eV/Å.

Results
HOMO: -10.40 eV
DFT total energy: -3489.74841 a.u.
Charge: +2
2S+1: 1

Here are the Mulliken charges for atoms 1 to 99, given in e:
1. Ca 1.512
2. Ca 1.199
3. O -0.675
4. C -0.306
5. C -0.344
6. O -0.650
7. H 0.210
8. H 0.274
9. H 0.175
10. H 0.238
11. C -0.915
12. O -0.300
13. C -0.426
14. C -0.843
15. N -0.265
16. C -0.058
17. C -0.780
18. O -0.336
19. C -0.694
20. H 0.313
21. H 0.303
22. H 0.367
23. H 0.523
24. H 0.284
25. H 0.297
26. H 0.402
27. H 0.228
28. H 0.146
29. H 0.174
30. H 0.496
31. H 0.262
32. H 0.324
33. H 0.233
34. H 0.267
35. C -0.630
36. O -0.416
37. C -0.492
38. C -0.715
39. N -0.185
40. C -0.843
41. C -0.674
42. O -0.186
43. C -0.738
44. H 0.213
45. H 0.318
46. H 0.265
47. H 0.278
48. H 0.416
49. H 0.435
50. H 0.277
51. H 0.306
52. H 0.438
53. H 0.358
54. H 0.402
55. H 0.427
56. H 0.341
57. H 0.231
58. H 0.311
59. C -0.790
60. O -0.180
61. C -0.422
62. C -1.032
63. N 0.014
64. C -0.600
65. C -0.703
66. O -0.161
67. C -0.859
68. H 0.348
69. H 0.225
70. H 0.269
71. H 0.303
72. H 0.389
73. H 0.455
74. H 0.332
75. H 0.257
76. H 0.333
77. H 0.353
78. H 0.430
79. H 0.276
80. H 0.327
81. H 0.295
82. H 0.340
83. C -1.381
84. C 0.300
85. C -0.765
86. O -0.287
87. C -0.806
88. N -0.606
89. H 0.300
90. H 0.337
91. H 0.340
92. H 0.383
93. H 0.324
94. H 0.481
95. H 0.267
96. H 0.339
97. H 0.304
98. H 0.268
99. H 0.234

=====

Which formula does entry 1 have?
C3H5N3O

=====

2S+1 of number 1 (C3H5N3O)?
1

=====

Which of these has the highest DFT total energy?
C3H5N3O

=====

Number 2 is which compound?
C28H71Ca2N5O10